Entry 1:
Computed, not measured: 2 unconnected molecules or ions with the total composition C2H8N2 in a non-equilibrium geometry, with ωB97M-V/def2-TZVPD.

The value obtained for the lowest unoccupied orbital energy is 0.82 eV. The value obtained for the frontier orbital gap is 10.0 eV. For the HOMO energy, the calculation gives -9.22 eV. The molar mass comes out at 60.1 g mol⁻¹. As for the calculated total energy: -5182.79090 eV. Its structure (SMILES) is [H]/N=C/N.C.

```
! RIJCOSX wB97M-V def2-TZVPD def2/J DEFGRID3
* xyz 0 1
H 0.15615 2.19605 0.79054
N 0.69381 2.74959 0.20116
C 1.67415 1.94413 -0.06809
N 2.46026 2.18145 -1.17688
H 1.77123 0.94773 0.38712
H 2.75055 1.40725 -1.74915
H 2.90412 3.12232 -1.25684
C -2.48571 -2.93061 0.59598
H -3.51811 -3.27620 0.49224
H -2.26772 -2.29168 1.44161
H -1.69119 -3.72802 0.57818
H -2.44754 -2.32201 -0.23588
*
```

For each atom in turn, the natural (NBO) charge in e is: atom 1 (H): 0.33, atom 2 (N): -0.66, atom 3 (C): 0.26, atom 4 (N): -0.87, atom 5 (H): 0.14, atom 6 (H): 0.39, atom 7 (H): 0.41, atom 8 (C): -0.85, atom 9 (H): 0.22, atom 10 (H): 0.21, atom 11 (H): 0.21, atom 12 (H): 0.21

=====

Entry 2:
Computed, not measured: a molecular structure, C37H55BrEuF6N2O2Sb2 in a non-equilibrium geometry, with ωB97M-V/def2-TZVPD.

The value obtained for the lowest unoccupied orbital energy (spin up / spin down) is -6.88 / -7.47 eV. The value obtained for the frontier orbital gap (spin up / spin down) is 6.5 / 6.6 eV. For the HOMO energy (spin up / spin down), the calculation gives -13.40 / -14.03 eV. The molar mass comes out at 1149.2 g mol⁻¹. As for the calculated total energy: -165078.60723 eV.

```
! RIJCOSX wB97M-V def2-TZVPD def2/J DEFGRID3
* xyz 2 8
Eu -9.59425 -1.63786 18.10161
C -8.80411 5.94466 18.38661
C -9.42837 5.32523 19.71582
C -10.93592 5.63056 19.74187
C -8.73041 5.89503 20.87991
C -9.11810 3.74145 19.65268
C -10.05793 2.80615 19.65415
C -9.62939 1.46160 19.56062
N -10.42939 0.36364 19.57876
C -11.30701 0.13446 20.48986
C -11.48234 0.84533 21.74900
C -12.69969 0.77000 22.28734
C -13.72212 -0.15081 21.68879
C -13.57151 -0.98438 20.68541
C -12.18115 -1.00213 20.22328
O -11.75386 -1.90884 19.49006
C -14.61879 -1.86682 20.05802
C -14.12643 -3.36018 20.18513
C -15.90217 -1.69404 20.84087
C -14.75598 -1.49497 18.57974
C -13.19628 1.80127 23.30108
C -13.83196 2.90488 22.38617
C -12.05564 2.52278 23.98744
C -14.16933 1.24464 24.35031
C -8.23533 1.11053 19.17972
O -7.94611 -0.09761 18.86248
C -7.24967 2.19233 19.10702
C -7.74898 3.40369 19.38901
C -5.72696 1.87965 18.70866
C -4.69102 3.05721 18.96215
C -5.18548 0.74416 19.61861
C -5.59881 1.48238 17.22920
H -8.88655 7.00460 18.41950
H -9.18731 5.61475 17.40700
H -7.71155 5.75291 18.32505
H -11.04268 6.70066 19.57153
H -11.45441 5.35812 20.68856
H -11.52292 5.13929 18.94359
H -8.75966 6.98466 20.88157
H -7.73752 5.60572 20.90409
H -9.12677 5.57723 21.80176
H -11.15409 3.05280 19.99583
H -10.75949 1.55444 22.04650
H -14.60720 0.17322 22.14251
H -14.19540 -3.60218 21.27666
H -13.06329 -3.59890 19.90592
H -14.77588 -4.07960 19.65718
H -15.86290 -1.80205 21.91918
H -16.62650 -2.37297 20.38980
H -16.38949 -0.73536 20.55734
H -13.79544 -1.61258 18.03264
H -15.00289 -0.47229 18.45358
H -15.46996 -2.24092 18.09919
H -13.04185 3.28302 21.67917
H -14.27024 3.69934 23.03828
H -14.68055 2.49368 21.84587
H -11.33999 2.91270 23.23728
H -11.51140 1.85469 24.66088
H -12.31935 3.40167 24.53354
H -15.03677 0.82977 23.98416
H -14.51416 2.16916 24.80394
H -13.76221 0.61312 25.16155
H -7.17989 4.33529 19.26200
H -4.70854 3.41017 19.96737
H -4.90993 3.86386 18.33937
H -3.67826 2.65842 18.76204
H -4.83856 1.01783 20.61382
H -4.33397 0.46567 19.12897
H -5.86584 -0.13641 19.64097
H -5.56647 2.43130 16.56810
H -6.49552 1.02699 16.90729
H -4.79034 0.83282 17.05963
C -10.24319 -7.07831 19.44755
C -9.75179 -5.83275 20.09936
C -9.05916 -5.75167 21.27888
C -8.59486 -4.50762 21.76444
C -8.85675 -3.40306 21.02917
Br -8.53515 -1.60667 21.74491
N -9.44235 -3.43817 19.85268
C -9.94301 -4.62538 19.43363
H -10.83450 -7.83345 19.99397
H -9.38126 -7.61930 19.09409
H -10.81480 -6.80574 18.52762
H -8.81356 -6.59477 21.84379
H -8.19991 -4.39500 22.77457
H -10.42928 -4.63150 18.42637
C -8.10567 -2.27619 13.38206
Sb -7.50330 -2.80216 15.40423
C -5.60706 -2.26760 16.02934
C -7.25969 -4.82347 15.20517
H -7.49647 -2.88534 12.75445
H -7.89617 -1.27015 13.13695
H -9.16064 -2.42094 13.30324
H -4.82832 -2.15452 15.34620
H -5.34534 -3.14932 16.65984
H -5.58507 -1.51632 16.78585
H -6.68398 -4.91386 14.24393
H -8.20299 -5.29866 15.19418
H -6.60334 -5.07123 16.03157
F -7.83898 -3.04015 17.56638
Sb -11.73490 -3.64843 15.47746
F -8.60132 -1.02484 16.11703
F -11.25802 -5.31148 16.31293
F -11.55488 -2.19088 16.86024
F -13.35086 -3.85944 16.43264
F -9.68268 -3.07394 15.85955
*
```

Mulliken atomic charge list, values in e, 99 entries: atom 1 (Eu): 1.48, atom 2 (C): -1.43, atom 3 (C): 1.65, atom 4 (C): -1.79, atom 5 (C): -1.83, atom 6 (C): 0.47, atom 7 (C): 0.28, atom 8 (C): -0.62, atom 9 (N): -0.05, atom 10 (C): -0.15, atom 11 (C): -0.37, atom 12 (C): -0.43, atom 13 (C): -1.08, atom 14 (C): -0.83, atom 15 (C): 1.16, atom 16 (O): 0.32, atom 17 (C): 2.13, atom 18 (C): -1.33, atom 19 (C): -2.21, atom 20 (C): -1.22, atom 21 (C): 1.48, atom 22 (C): -1.16, atom 23 (C): -1.67, atom 24 (C): -1.77, atom 25 (C): 0.90, atom 26 (O): -0.37, atom 27 (C): -0.86, atom 28 (C): -0.67, atom 29 (C): 2.14, atom 30 (C): -2.02, atom 31 (C): -1.84, atom 32 (C): -1.54, atom 33 (H): 0.50, atom 34 (H): 0.32, atom 35 (H): 0.39, atom 36 (H): 0.46, atom 37 (H): 0.27, atom 38 (H): 0.39, atom 39 (H): 0.46, atom 40 (H): 0.39, atom 41 (H): 0.42, atom 42 (H): 0.07, atom 43 (H): 0.94, atom 44 (H): 0.71, atom 45 (H): 0.37, atom 46 (H): 0.02, atom 47 (H): 0.44, atom 48 (H): 0.40, atom 49 (H): 0.45, atom 50 (H): 0.40, atom 51 (H): 0.04, atom 52 (H): 0.37, atom 53 (H): 0.40, atom 54 (H): 0.13, atom 55 (H): 0.47, atom 56 (H): 0.37, atom 57 (H): 0.27, atom 58 (H): 0.40, atom 59 (H): 0.43, atom 60 (H): 0.43, atom 61 (H): 0.51, atom 62 (H): 0.31, atom 63 (H): 0.57, atom 64 (H): 0.45, atom 65 (H): 0.49, atom 66 (H): 0.42, atom 67 (H): 0.30, atom 68 (H): 0.71, atom 69 (H): 0.14, atom 70 (H): 0.25, atom 71 (H): 0.33, atom 72 (H): 0.47, atom 73 (C): -1.39, atom 74 (C): 0.30, atom 75 (C): -0.37, atom 76 (C): -0.80, atom 77 (C): 0.09, atom 78 (Br): -0.02, atom 79 (N): 0.37, atom 80 (C): 0.29, atom 81 (H): 0.38, atom 82 (H): 0.33, atom 83 (H): 0.28, atom 84 (H): 0.56, atom 85 (H): 0.43, atom 86 (H): -0.15, atom 87 (C): -1.15, atom 88 (Sb): 1.61, atom 89 (C): -0.94, atom 90 (C): -1.23, atom 91 (H): 0.44, atom 92 (H): 0.37, atom 93 (H): 0.30, atom 94 (H): 0.59, atom 95 (H): 0.35, atom 96 (H): -0.10, atom 97 (H): 0.43, atom 98 (H): 0.36, atom 99 (H): 0.33

=====

Entry 3:
Computed, not measured: 10 unconnected molecules or ions with the total composition C33H55Cl15F16O2 in a non-equilibrium geometry, with ωB97M-V/def2-TZVPD.

The value obtained for the lowest unoccupied orbital energy is 0.16 eV. The value obtained for the frontier orbital gap is 10.4 eV. For the HOMO energy, the calculation gives -10.25 eV. The molar mass comes out at 1319.6 g mol⁻¹. As for the calculated total energy: -270519.36174 eV. Its structure (SMILES) is FC(F)C(F)(F)COC(F)(F)C(F)F.FC(F)C(F)(F)COC(F)(F)C(F)F.ClC(Cl)Cl.ClC(Cl)Cl.ClC(Cl)Cl.ClC(Cl)Cl.ClC(Cl)Cl.CCCCCC.CCCCCC.CCCCCC.

```
! RIJCOSX wB97M-V def2-TZVPD def2/J DEFGRID3
* xyz 0 1
F -6.88063 12.72238 -5.07755
C -6.61290 11.52825 -5.64328
F -5.68238 11.85423 -6.50121
C -6.18183 10.34556 -4.71777
F -5.83983 9.27478 -5.45238
F -7.26040 10.09549 -3.95434
C -5.02170 10.77968 -3.74237
O -4.40315 9.63947 -3.04922
C -3.76467 9.93042 -1.81036
F -2.62883 10.56193 -2.11000
F -4.54586 10.69896 -1.10531
C -3.44500 8.65284 -1.01095
F -2.90989 7.59181 -1.58296
F -2.75815 8.84410 0.06137
H -7.46969 11.06494 -6.13251
H -5.44256 11.43785 -2.98226
H -4.24756 11.35465 -4.25052
H -4.37530 8.27273 -0.58885
F 4.36646 -12.65400 -1.48531
C 4.53528 -12.49804 -0.19528
F 5.83068 -12.40092 -0.05271
C 3.88121 -11.28092 0.56107
F 2.57890 -11.51298 0.55572
F 3.97282 -10.12734 -0.10651
C 4.34929 -11.28176 2.06201
O 4.03748 -12.43526 2.84026
C 5.30745 -13.15474 3.24368
F 5.97306 -13.60794 2.21463
F 6.07043 -12.35340 3.99405
C 4.81981 -14.35208 4.14526
F 4.11582 -15.21830 3.53278
F 5.81739 -15.00108 4.81702
H 4.26571 -13.42579 0.30944
H 3.89492 -10.42093 2.55255
H 5.36896 -10.91074 2.16560
H 4.18599 -13.95504 4.93820
Cl 9.18407 -8.77780 -6.56949
C 10.50131 -7.74504 -5.97191
Cl 11.78948 -8.65095 -5.17400
Cl 9.79003 -6.64986 -4.78244
H 10.94703 -7.18474 -6.79379
Cl 1.75901 2.73622 5.63748
C 2.74728 2.87041 7.04008
Cl 1.77267 3.60454 8.37840
Cl 4.21198 3.87001 6.58899
H 3.13055 1.89081 7.32570
Cl 5.62426 -5.68073 6.50858
C 6.94377 -6.09468 5.32080
Cl 8.45891 -5.25856 5.85297
Cl 6.53875 -5.48401 3.75198
H 7.09812 -7.16416 5.17763
Cl 5.84434 6.81101 0.33931
C 4.96259 5.23244 0.46539
Cl 6.07821 4.06434 -0.35975
Cl 3.26708 5.36059 -0.20647
H 4.89839 4.95715 1.51810
Cl 13.03317 -0.91022 -4.17816
C 12.00510 0.29051 -3.36389
Cl 11.85957 -0.18764 -1.66413
Cl 10.37595 0.43809 -4.18457
H 12.49105 1.26309 -3.28620
C -5.02916 3.64270 9.25672
C -6.08662 4.17859 8.22252
C -6.35475 3.02569 7.16862
C -5.16215 2.49516 6.36187
C -5.60610 1.74812 5.05289
C -5.59522 2.69564 3.81031
H -4.12126 3.28957 8.76773
H -5.49994 2.83254 9.81360
H -4.77988 4.32344 10.07069
H -7.00999 4.38610 8.76327
H -5.85948 5.12424 7.73033
H -7.06043 3.53886 6.51535
H -6.99591 2.27021 7.62279
H -4.45153 3.29510 6.15401
H -4.59218 1.74265 6.90683
H -4.80744 1.05773 4.78158
H -6.60586 1.31509 5.02027
H -4.66697 3.26373 3.74930
H -5.84147 2.17079 2.88727
H -6.36374 3.44805 3.98735
C -3.37417 0.98151 -5.91920
C -4.33172 2.08652 -5.53792
C -5.59909 1.51326 -4.82748
C -6.46865 2.59774 -4.16561
C -7.74208 2.05291 -3.63509
C -8.86817 3.03475 -3.33780
H -3.80807 0.26134 -6.61288
H -3.06054 0.55457 -4.96660
H -2.50136 1.37011 -6.44387
H -3.80766 2.53021 -4.69141
H -4.52090 2.80072 -6.33932
H -5.27949 0.70094 -4.17472
H -6.15663 1.12404 -5.67939
H -5.88105 2.98138 -3.33155
H -6.69052 3.28926 -4.97843
H -8.15100 1.38888 -4.39664
H -7.53918 1.27253 -2.90165
H -9.00230 3.75468 -4.14514
H -9.86804 2.60681 -3.26564
H -8.53278 3.66342 -2.51294
C 0.47422 0.02652 -0.54436
C 1.93738 -0.53390 -0.25378
C 2.16909 -1.54900 -1.43928
C 3.69046 -1.93215 -1.49009
C 4.01436 -3.04611 -2.46517
C 4.21394 -2.70382 -3.95277
H 0.31109 0.48965 -1.51750
H 0.29084 0.86420 0.12854
H -0.34181 -0.62256 -0.22673
H 2.63516 0.29663 -0.36063
H 2.14134 -0.92832 0.74167
H 1.83698 -1.23759 -2.42965
H 1.64659 -2.46709 -1.17056
H 4.38664 -1.11353 -1.67255
H 4.02563 -2.25764 -0.50530
H 4.90806 -3.56044 -2.11182
H 3.27874 -3.84092 -2.34172
H 3.34601 -2.25923 -4.43975
H 5.13330 -2.11826 -3.95097
H 4.36154 -3.57562 -4.59018
*
```

Mulliken atomic charge list, values in e, 99 entries: atom 1 (F): -0.27, atom 2 (C): 0.19, atom 3 (F): -0.26, atom 4 (C): 0.91, atom 5 (F): -0.27, atom 6 (F): -0.27, atom 7 (C): -0.93, atom 8 (O): -0.38, atom 9 (C): 1.00, atom 10 (F): -0.29, atom 11 (F): -0.27, atom 12 (C): 0.13, atom 13 (F): -0.24, atom 14 (F): -0.26, atom 15 (H): 0.24, atom 16 (H): 0.37, atom 17 (H): 0.41, atom 18 (H): 0.19, atom 19 (F): -0.27, atom 20 (C): 0.14, atom 21 (F): -0.26, atom 22 (C): 0.97, atom 23 (F): -0.29, atom 24 (F): -0.32, atom 25 (C): -0.98, atom 26 (O): -0.40, atom 27 (C): 0.95, atom 28 (F): -0.22, atom 29 (F): -0.26, atom 30 (C): 0.11, atom 31 (F): -0.23, atom 32 (F): -0.28, atom 33 (H): 0.22, atom 34 (H): 0.49, atom 35 (H): 0.42, atom 36 (H): 0.22, atom 37 (Cl): -0.12, atom 38 (C): 0.05, atom 39 (Cl): -0.12, atom 40 (Cl): -0.11, atom 41 (H): 0.30, atom 42 (Cl): -0.09, atom 43 (C): 0.04, atom 44 (Cl): -0.12, atom 45 (Cl): -0.13, atom 46 (H): 0.30, atom 47 (Cl): -0.12, atom 48 (C): 0.06, atom 49 (Cl): -0.12, atom 50 (Cl): -0.10, atom 51 (H): 0.29, atom 52 (Cl): -0.12, atom 53 (C): 0.04, atom 54 (Cl): -0.11, atom 55 (Cl): -0.10, atom 56 (H): 0.29, atom 57 (Cl): -0.11, atom 58 (C): 0.05, atom 59 (Cl): -0.12, atom 60 (Cl): -0.12, atom 61 (H): 0.30, atom 62 (C): -1.06, atom 63 (C): -0.65, atom 64 (C): -0.56, atom 65 (C): -0.53, atom 66 (C): -0.48, atom 67 (C): -1.24, atom 68 (H): 0.26, atom 69 (H): 0.28, atom 70 (H): 0.37, atom 71 (H): 0.33, atom 72 (H): 0.35, atom 73 (H): 0.28, atom 74 (H): 0.34, atom 75 (H): 0.40, atom 76 (H): 0.29, atom 77 (H): 0.31, atom 78 (H): 0.31, atom 79 (H): 0.34, atom 80 (H): 0.36, atom 81 (H): 0.30, atom 82 (C): -1.22, atom 83 (C): -0.42, atom 84 (C): -0.82, atom 85 (C): -0.34, atom 86 (C): -0.56, atom 87 (C): -1.25, atom 88 (H): 0.30, atom 89 (H): 0.31, atom 90 (H): 0.36, atom 91 (H): 0.24, atom 92 (H): 0.40, atom 93 (H): 0.39, atom 94 (H): 0.33, atom 95 (H): 0.33, atom 96 (H): 0.25, atom 97 (H): 0.34, atom 98 (H): 0.37, atom 99 (H): 0.31